# C22H28N3O4

A 3-piece molecular cluster, C22H28N3O4 overall (ωB97M-V/def2-TZVPD, the Open Molecules 2025 dataset).

Calculated values
electronic energy = -1319.73955 a.u.
lowest unoccupied orbital energy = -3.04 eV
energy relative to the best compared isomer or geometry (same formula, charge and spin) = 77.82 kcal per mole
orbital gap = 0.335 Ha
multiplicity = 1
charge = +1

XYZ file:
```
57
Properties=species:S:1:pos:R:3:forces:R:3
C -3.492962 3.288922 -0.602096 4.06 -4.68 -2.65
C -2.870916 2.347076 -1.301511 -1.96 5.62 2.13
C -1.969755 1.640153 -2.462149 -1.25 -1.17 1.25
C -0.481349 1.241536 -1.965425 0.46 0.45 -0.74
C 0.294045 2.391034 -1.143946 1.29 -0.80 0.65
C 1.364010 1.604467 -0.173929 -0.44 0.63 0.20
C 2.532103 2.570344 0.390243 -1.28 -0.52 0.85
C 1.809103 3.780942 1.217585 0.61 -0.50 -0.08
C 0.576527 3.267415 2.151324 0.59 2.51 -0.17
N 0.629391 1.772812 2.352020 -0.52 0.30 0.79
C 0.489327 0.993394 1.073642 0.49 -1.80 -1.86
H -3.759035 4.067883 0.214593 0.28 -1.98 -2.01
H -2.520432 0.634087 -2.679169 1.01 1.84 0.22
H -1.951410 2.240629 -3.442855 -0.13 -0.60 1.85
H 0.142834 1.058173 -2.935453 -1.13 0.28 1.69
H -0.435993 0.223437 -1.397759 -0.51 1.98 -0.85
H -0.361617 3.013237 -0.435823 0.62 -0.97 -1.37
H 0.896486 3.117323 -1.813837 -1.18 -1.22 0.90
H 1.845373 0.713137 -0.728967 -0.88 1.43 0.83
H 3.151320 1.943524 1.156592 -0.70 1.15 -1.51
H 3.198515 2.960899 -0.464247 -1.05 -0.61 1.53
H 1.401451 4.551177 0.470763 0.71 -1.05 1.32
H 2.615382 4.234798 1.915304 -1.49 -0.46 -1.33
H 0.696945 3.812348 3.173409 -0.40 -1.32 -1.67
H -0.445258 3.594318 1.712999 1.70 -1.02 0.71
H 1.510122 1.520212 2.855169 -0.82 0.25 -0.54
H -0.173697 1.533839 2.984012 0.98 -0.03 -0.59
H 0.871846 -0.084132 1.263259 -0.76 1.83 0.03
H -0.626894 0.911651 0.811881 1.68 0.29 0.41
C -7.049250 -2.744572 -0.777013 0.05 0.02 0.02
C -6.685522 -2.819943 0.565243 0.18 0.10 -0.19
C -5.415349 -2.417679 0.966965 0.01 0.00 0.11
C -4.516389 -1.935933 0.014000 -0.74 -0.24 -0.24
C -4.873211 -1.865505 -1.333322 0.03 0.05 -0.08
C -6.144803 -2.272831 -1.725359 0.08 -0.01 0.26
N -3.187344 -1.487666 0.435217 0.26 0.04 0.27
O -2.901581 -1.581458 1.624675 -0.02 0.20 -0.86
O -2.434338 -1.038912 -0.424369 -0.26 -0.18 0.58
H -8.043802 -3.054367 -1.085775 0.15 0.04 0.04
H -7.394580 -3.189965 1.299331 0.15 0.06 -0.08
H -5.145300 -2.481751 2.016115 0.12 0.09 -0.23
H -4.179664 -1.497051 -2.082402 -0.01 -0.04 0.27
H -6.433485 -2.219341 -2.770432 0.09 0.01 0.15
C 3.359906 -3.465287 0.239529 -0.02 -0.02 0.01
C 4.590914 -4.115496 0.215449 -0.08 0.30 -0.02
C 5.766477 -3.379483 0.091196 0.03 0.01 0.01
C 5.697074 -1.989280 -0.003551 -0.72 -0.51 0.08
C 4.466605 -1.333416 0.012750 -0.12 0.05 0.03
C 3.295806 -2.077915 0.134080 0.40 -0.15 0.02
N 6.932230 -1.207299 -0.108842 0.93 0.38 -0.09
O 7.993341 -1.818185 -0.138887 -0.92 0.44 0.03
O 6.832199 0.014436 -0.156613 -0.05 -0.79 0.04
H 2.445181 -4.042811 0.341801 0.14 0.07 -0.03
H 4.634439 -5.197206 0.296465 0.04 0.17 -0.02
H 6.719015 -3.899284 0.073702 -0.06 0.29 -0.01
H 4.402093 -0.252477 -0.065299 0.27 -0.16 -0.02
H 2.333873 -1.573959 0.149716 0.10 -0.07 -0.05
```
Positions in Å, forces in eV/Å.

---

# C22H28N4O2

One molecule with the formula C22H28N4O2 (ωB97M-V/def2-TZVPD, the Open Molecules 2025 dataset).

Calculated values
electronic energy = -1224.69955 a.u.
SMILES string = Cc1ccccc1-n1ncc2c1CC(C)(C)C[C@H]2NC(=O)CN1CCCC1=O
lowest unoccupied orbital energy = 0.80 eV
energy relative to the best compared isomer or geometry (same formula, charge and spin) = 1.42 kcal per mole
orbital gap = 0.342 Ha
multiplicity = 1
charge = 0

XYZ file:
```
56
Properties=species:S:1:pos:R:3:forces:R:3
C -1.788335 -2.847687 1.213628 0.06 -0.09 -0.01
C -2.992335 -2.280906 0.531563 0.08 0.13 -0.06
C -4.265707 -2.781109 0.764435 0.00 0.02 -0.05
C -5.374927 -2.243198 0.135073 -0.07 0.00 -0.02
C -5.228090 -1.190099 -0.750655 -0.07 0.02 0.01
C -3.967879 -0.679203 -1.003269 0.15 -0.03 0.02
C -2.859677 -1.216927 -0.363714 -0.60 -0.32 0.04
N -1.582659 -0.675104 -0.618937 0.34 0.45 0.01
C -1.160541 0.580246 -0.345351 0.55 0.18 -0.14
C 0.160796 0.645777 -0.732127 -0.53 0.09 -0.03
C 0.450082 -0.630386 -1.234995 -0.32 0.22 0.15
N -0.604910 -1.416427 -1.154030 0.10 -0.84 -0.38
H 1.370005 -0.995876 -1.647920 0.20 -0.15 -0.10
C 1.029042 1.842444 -0.526804 -0.17 -0.04 0.29
N 2.290106 1.434607 0.088508 0.01 0.42 -0.50
C 2.331378 0.675307 1.196984 0.66 -0.09 0.32
O 1.385054 0.422914 1.915099 -0.26 -0.12 0.20
C 3.733201 0.100536 1.458769 -0.14 0.19 -0.02
N 4.000176 -0.961070 0.517527 0.08 -0.07 0.29
C 4.402870 -0.732802 -0.746637 0.21 -0.23 -0.18
O 4.668384 0.364132 -1.204526 0.09 0.35 -0.22
C 4.439803 -2.062028 -1.477235 0.01 -0.06 -0.02
H 3.625975 -2.070563 -2.205395 0.01 0.05 -0.03
C 4.232942 -3.103510 -0.376645 -0.02 -0.01 -0.03
H 5.196824 -3.480090 -0.033020 -0.03 -0.01 0.01
H 3.630250 -3.947054 -0.705528 0.03 -0.03 0.04
C 3.550790 -2.315945 0.746939 -0.23 -0.32 0.11
H 2.456667 -2.368956 0.676683 0.06 -0.04 0.06
H 3.849765 -2.652133 1.742457 -0.06 0.01 -0.05
H 5.374412 -2.179869 -2.022675 -0.04 0.09 -0.02
H 4.490072 0.877659 1.324038 -0.04 -0.08 0.04
H 3.780171 -0.299867 2.472812 -0.06 0.10 -0.11
H 3.128502 1.477060 -0.479438 0.02 -0.07 0.09
C 0.292652 2.855478 0.366239 -0.08 -0.04 -0.15
H 0.790060 3.824397 0.293911 0.01 0.06 0.01
H 0.377554 2.504003 1.395194 0.03 0.05 0.02
C -1.200941 3.011655 0.034074 -0.04 0.15 0.06
C -1.399347 3.421433 -1.427377 0.04 -0.08 0.20
H -1.099623 2.623543 -2.101842 0.03 -0.06 -0.15
H -0.811609 4.307431 -1.656559 0.06 0.14 -0.05
H -2.446777 3.650411 -1.614470 -0.12 0.03 -0.06
C -1.794031 4.091810 0.941609 0.11 -0.23 -0.15
H -1.340767 5.057800 0.731312 0.04 0.14 -0.01
H -1.619412 3.852233 1.987966 0.01 -0.01 0.15
H -2.867134 4.175561 0.782778 -0.15 0.04 -0.01
C -1.920121 1.676015 0.303490 0.01 0.08 0.07
H -2.950688 1.717386 -0.055590 -0.02 0.05 0.04
H -1.954052 1.492396 1.382345 -0.06 0.03 0.03
H 1.289794 2.299627 -1.488164 -0.01 -0.03 0.12
H -3.834528 0.129310 -1.707100 0.05 0.06 -0.07
H -6.089635 -0.771415 -1.248522 -0.06 0.04 -0.05
H -6.355640 -2.648348 0.335144 -0.08 -0.04 0.02
H -4.389100 -3.602929 1.454937 0.02 -0.07 0.07
H -1.223797 -2.058039 1.709047 0.10 0.01 0.04
H -1.129719 -3.305121 0.476873 0.07 -0.03 0.07
H -2.075324 -3.594514 1.949086 -0.03 -0.03 0.07
```
Positions in Å, forces in eV/Å.